1.
15
Properties=species:S:1:pos:R:3:forces:R:3 method="wB97M-V/def2-TZVPD" total_energy_ha=-379.110871 relative_energy_kcal_mol=18.9 largest_force_ev_per_a=1.78 mol_weight_g_mol=104.11 e_homo_ev=-9.64 orbital_gap_ev=10.296 smiles="NC(=O)[C@@H](N)CO" total_charge=0
N 1.02882 1.06724 1.79443 -0.76 -0.64 -0.73
C 1.10372 0.12492 0.79568 1.02 0.61 0.60
O 2.19024 -0.29560 0.43239 -0.46 -0.16 0.00
C -0.20290 -0.33706 0.15490 1.22 -0.31 -1.26
N -1.18850 0.71425 0.24697 -0.43 0.45 0.05
C 0.09966 -0.77357 -1.30410 -0.34 0.47 -0.37
O -1.01607 -1.47836 -1.82867 0.47 -0.63 -0.09
H 1.85320 1.26471 2.31758 0.39 0.05 0.11
H 0.13694 1.37369 2.13414 -0.14 0.01 -0.01
H -0.45012 -1.29054 0.62654 -0.55 0.31 0.43
H -0.88424 1.47986 -0.35860 -0.25 -0.19 0.26
H -2.14877 0.48694 -0.00222 0.38 -0.26 0.12
H 0.97377 -1.40580 -1.39780 -0.07 -0.33 0.38
H 0.31997 0.07123 -1.98028 -0.09 0.23 0.50
H -1.81572 -1.00191 -1.63094 -0.39 0.38 0.02

---

2.
31
Properties=species:S:1:pos:R:3:forces:R:3 method="wB97M-V/def2-TZVPD" multiplicity=5 total_energy_ha=-1387.284860 relative_energy_kcal_mol=21.5 largest_force_ev_per_a=4.58 mol_weight_g_mol=381.13 e_homo_ev="-15.71 / -17.34" orbital_gap_ev="8.224 / 5.647" total_charge=+2
Cl 0.65433 3.49080 -1.85651 0.02 -0.06 0.02
C -2.36937 1.05631 2.41361 0.45 -0.79 2.00
C -3.04663 -0.04937 1.77112 -2.24 -0.43 1.09
C -3.47171 0.40819 0.48956 -0.29 -0.97 -0.59
H -3.16619 -1.07520 2.16895 -0.59 0.98 0.07
C -3.01306 1.74666 0.31242 0.38 0.37 -0.91
C -2.29253 2.10191 1.49981 0.69 2.33 -0.25
H -1.71295 3.08268 1.59200 -1.07 -1.56 0.11
H -1.97556 1.05626 3.46825 -0.51 -0.01 -1.35
H -3.90197 -0.23676 -0.30189 -0.03 0.69 0.74
C -3.09204 2.59009 -0.93806 0.59 -0.70 0.65
Pd -1.25298 -0.21629 0.90386 3.92 0.67 -1.36
C -1.15410 -1.79395 -0.38104 0.44 -3.70 -2.67
C 0.67880 0.78811 1.44428 1.97 0.38 0.90
O -1.00050 -2.71783 -1.05705 -0.70 3.29 2.39
O 1.69317 1.09932 1.85789 -2.38 -0.49 -0.87
H -3.08254 1.91989 -1.80000 -0.36 0.14 -0.06
H -2.17017 3.20288 -1.01585 -0.87 0.06 0.16
H -4.02947 3.17221 -0.91625 0.47 0.02 -0.17
N 6.16845 -3.18700 -1.47792 -0.95 0.65 0.12
C 5.18636 -2.60020 -1.30712 -0.44 0.20 0.07
C 3.88374 -1.94930 -1.01303 1.11 -0.68 0.01
C 3.15223 -2.46772 0.07087 -0.64 0.83 -0.60
C 1.91402 -1.86888 0.32086 0.03 -1.30 1.42
N 1.47017 -0.88304 -0.41981 0.53 -0.36 -0.08
C 2.12910 -0.35658 -1.42375 0.42 0.78 -0.83
C 3.40037 -0.86670 -1.76487 -0.67 -0.38 0.76
H 3.49294 -3.29133 0.68939 0.01 0.12 -0.13
H 1.27542 -2.20825 1.15046 0.44 0.08 -0.42
H 1.64315 0.49019 -1.91932 0.41 -0.24 -0.07
H 3.98953 -0.43709 -2.56085 -0.14 0.08 -0.13

---

3.
12
Properties=species:S:1:pos:R:3:forces:R:3 method="wB97M-V/def2-TZVPD" total_energy_ha=-707.836336 relative_energy_kcal_mol=174.3 largest_force_ev_per_a=3.45 mol_weight_g_mol=107.54 e_homo_ev=-7.86 orbital_gap_ev=8.550 total_charge=0
C 2.87636 -0.00594 0.18219 0.20 0.13 0.05
C 2.25364 1.13789 0.03638 1.55 0.75 0.65
C -0.72884 0.21405 -0.90534 -1.28 -1.55 2.46
N -2.11215 0.55400 0.98803 3.32 -0.92 -0.04
O -1.93530 0.75994 -0.41971 0.49 0.40 -0.86
Cl 0.67007 1.43406 -0.39529 -1.59 0.11 -0.73
H 3.89935 0.10375 0.51312 0.15 -0.24 0.00
H 2.50031 -0.99102 0.02168 -0.27 -0.64 -0.12
H -0.55841 -0.75523 -0.23308 0.11 1.71 -2.08
H -0.75593 0.19585 -2.02057 0.01 -0.28 1.12
H -1.33602 1.07862 1.47847 -1.45 -0.36 -0.66
H -3.00146 0.91319 1.18766 -1.25 0.91 0.21

---

4.
13
Properties=species:S:1:pos:R:3:forces:R:3 method="wB97M-V/def2-TZVPD" total_energy_ha=-688.162422 relative_energy_kcal_mol=34.1 largest_force_ev_per_a=2.76 mol_weight_g_mol=106.56 e_homo_ev=-9.18 orbital_gap_ev=10.073 smiles="C/C(CCl)=N/N" total_charge=0
C -1.74405 -1.12920 -0.65508 0.50 -0.60 -0.07
C -0.28160 -0.58286 -0.60796 -2.14 -0.19 -0.07
C 0.29691 -0.47313 0.74446 1.05 0.68 0.32
Cl -0.09527 1.01953 1.64315 0.00 0.74 -0.18
N 0.32737 -0.25092 -1.66427 -0.16 0.03 -0.37
N 1.59951 0.23810 -1.50847 0.25 0.38 0.93
H -1.69836 -2.06867 -0.02882 -0.49 0.92 -0.59
H -2.54830 -0.44148 -0.25245 1.22 -0.60 -0.22
H -2.05312 -1.42254 -1.69040 0.48 0.35 0.84
H -0.05896 -1.17021 1.40598 -1.49 -2.04 1.13
H 1.35321 -0.65826 0.86843 0.55 0.45 -0.70
H 1.68844 0.78748 -0.64529 0.15 -0.25 -0.37
H 1.82095 0.84270 -2.27027 0.08 0.13 -0.64